Below is a cluster of 14 separate species, C78H178N6O14 in total, with properties calculated with ωB97M-V with the def2-TZVPD basis set.

Atoms and positions in Å:
C: 4.2915 0.4488 21.1386
C: 4.8337 1.6840 20.2916
C: 4.6005 2.9550 21.1678
C: 5.3736 4.1927 20.6986
C: 6.8526 3.9130 20.6688
C: 7.2253 2.7738 19.7406
N: 6.3042 1.6017 20.0680
O: 6.5922 0.4714 19.3373
C: 7.0784 3.1944 18.3152
C: 8.7186 2.3328 19.9757
C: 4.1432 1.9656 18.9537
H: 5.0254 -0.0734 21.7524
H: 4.0733 -0.3843 20.4703
H: 3.4158 0.6894 21.7412
H: 3.5293 3.1258 21.2745
H: 4.8830 2.7159 22.1930
H: 5.2077 5.0380 21.3666
H: 4.9937 4.4714 19.7158
H: 7.2648 3.7257 21.6604
H: 7.2302 4.8722 20.3145
H: 8.0718 3.2103 17.8671
H: 6.3604 2.5157 17.8547
H: 6.7323 4.2167 18.1628
H: 9.1720 1.6559 19.2516
H: 9.3141 3.2425 20.0535
H: 8.8526 1.7764 20.9034
H: 4.3586 1.2192 18.1891
H: 4.3963 2.8763 18.4108
H: 3.0576 1.9834 19.0503
H: 7.0489 -0.0544 19.9981
C: 8.7398 -4.7971 24.4602
C: 7.4195 -5.6840 24.5992
C: 7.8678 -7.1390 25.0666
C: 8.3313 -7.2260 26.5050
C: 7.3038 -6.6144 27.4699
C: 6.7073 -5.2220 27.1047
N: 6.4540 -5.1245 25.6432
O: 5.9379 -3.8823 25.2076
C: 5.4021 -5.0525 27.9145
C: 7.7993 -4.1685 27.5458
C: 6.6841 -5.8010 23.1974
H: 8.5087 -3.7336 24.4000
H: 9.2634 -5.1292 23.5637
H: 9.3755 -5.0677 25.3032
H: 7.0892 -7.8971 24.9821
H: 8.7105 -7.4221 24.4359
H: 9.3098 -6.7698 26.6550
H: 8.4349 -8.2482 26.8690
H: 7.7917 -6.5357 28.4414
H: 6.4736 -7.3162 27.3898
H: 4.9779 -4.1191 27.5446
H: 4.6930 -5.8633 27.7472
H: 5.6160 -4.9501 28.9784
H: 7.6213 -3.1722 27.1412
H: 7.7836 -3.9868 28.6204
H: 8.7678 -4.4480 27.1310
H: 6.4004 -4.7764 22.9572
H: 5.8154 -6.4483 23.3177
H: 7.3148 -6.2369 22.4225
H: 4.9826 -3.9758 25.1974
C: -4.1009 -10.0643 19.8068
C: -4.2948 -8.9633 20.9230
C: -2.9302 -8.8750 21.5807
C: -2.7575 -7.6353 22.4056
C: -3.0959 -6.4066 21.6516
C: -4.5575 -6.4358 20.9522
N: -4.7480 -7.7101 20.2417
O: -6.0244 -7.8510 19.6346
C: -5.6712 -6.2179 22.0338
C: -4.6215 -5.2094 19.8985
C: -5.2565 -9.4850 21.8994
H: -5.0232 -10.4437 19.3667
H: -3.5611 -10.9640 20.1022
H: -3.5635 -9.6838 18.9381
H: -2.7207 -9.6730 22.2930
H: -2.1948 -8.9255 20.7777
H: -1.7242 -7.5958 22.7505
H: -3.4501 -7.5872 23.2458
H: -2.3766 -6.0422 20.9180
H: -3.0455 -5.6244 22.4090
H: -5.6299 -6.9956 22.7964
H: -5.6718 -5.2957 22.6149
H: -6.5947 -6.2269 21.4548
H: -4.2284 -4.2713 20.2904
H: -3.9982 -5.4988 19.0525
H: -5.6144 -5.0710 19.4706
H: -5.1780 -10.5616 22.0503
H: -6.3252 -9.4493 21.6883
H: -5.2256 -9.0436 22.8956
H: -5.8280 -7.9805 18.7039
C: 2.9443 -10.0565 15.9111
C: 1.6650 -9.3800 16.2835
C: 0.6033 -10.5426 16.4497
C: -0.6451 -10.0942 17.1423
C: -0.3799 -9.5387 18.5451
C: 0.6348 -8.3449 18.4926
N: 1.8146 -8.7186 17.6349
O: 2.8896 -7.8441 17.6859
C: -0.0864 -7.0658 18.0788
C: 1.0640 -8.1510 19.9290
C: 1.2690 -8.2825 15.1881
H: 3.1920 -10.8648 16.5991
H: 3.8378 -9.4392 15.8174
H: 2.9135 -10.5651 14.9475
H: 0.1920 -10.8271 15.4812
H: 1.0224 -11.3984 16.9790
H: -1.4430 -10.8335 17.2119
H: -1.0236 -9.2972 16.5024
H: -0.1072 -10.3420 19.2296
H: -1.3489 -9.1384 18.8432
H: -0.7952 -6.6870 18.8151
H: 0.6418 -6.2727 17.9091
H: -0.7297 -7.1616 17.2041
H: 0.1975 -8.1756 20.5897
H: 1.8017 -8.8925 20.2358
H: 1.5737 -7.2012 20.0910
H: 0.4147 -7.6824 15.5015
H: 1.1367 -8.8053 14.2409
H: 2.0994 -7.5767 15.1680
H: 2.5798 -7.2461 17.0018
C: 4.5487 -4.7950 18.1441
C: 3.7898 -3.7302 17.3569
C: 4.6365 -2.4178 17.2400
C: 5.7882 -2.4369 16.2269
C: 5.1935 -2.7641 14.8301
C: 4.4301 -4.1240 14.8469
N: 3.4512 -4.1270 15.9619
O: 2.6242 -5.2120 15.9052
C: 3.7752 -4.2455 13.4852
C: 5.4038 -5.2914 14.9363
C: 2.4082 -3.3237 18.0107
H: 5.6363 -4.7252 18.1613
H: 4.2472 -5.7376 17.6872
H: 4.2529 -4.8582 19.1912
H: 4.0533 -1.5645 16.8936
H: 4.9636 -2.1066 18.2321
H: 6.5774 -3.1238 16.5323
H: 6.2023 -1.4287 16.2261
H: 6.0484 -2.7407 14.1543
H: 4.5358 -1.9708 14.4746
H: 3.0839 -3.4426 13.2291
H: 4.5136 -4.2148 12.6840
H: 3.2586 -5.1953 13.3475
H: 6.2534 -5.2071 14.2586
H: 5.8547 -5.4354 15.9182
H: 4.8672 -6.1815 14.6080
H: 1.9384 -4.2702 18.2782
H: 1.7830 -2.9002 17.2247
H: 2.4804 -2.7730 18.9485
H: 1.7543 -4.8237 15.7866
C: 2.9663 -5.9137 24.6539
C: 2.3957 -4.8008 23.7170
C: 1.2868 -5.4252 22.8763
C: 0.4729 -4.4667 22.0495
C: -0.1126 -3.3446 22.9730
C: 0.9205 -2.6994 23.9379
N: 1.8256 -3.7014 24.5029
O: 2.6119 -3.2187 25.5001
C: 1.6578 -1.5514 23.1269
C: 0.0678 -2.1578 25.1474
C: 3.5391 -4.4940 22.8034
H: 3.8066 -5.6130 25.2795
H: 3.2586 -6.7769 24.0559
H: 2.2377 -6.2678 25.3832
H: 1.5633 -6.3168 22.3137
H: 0.5376 -5.8333 23.5547
H: -0.3204 -4.9669 21.4941
H: 1.0926 -4.0364 21.2628
H: -0.9416 -3.8272 23.4908
H: -0.5430 -2.6381 22.2633
H: 2.0356 -0.8749 23.8935
H: 2.3491 -1.9416 22.3799
H: 0.9347 -0.9133 22.6189
H: -0.2555 -2.9778 25.7886
H: 0.5655 -1.4299 25.7880
H: -0.8243 -1.6562 24.7724
H: 4.2915 -3.8518 23.2611
H: 3.3008 -3.8838 21.9322
H: 4.1026 -5.3449 22.4205
H: 1.9510 -3.0430 26.1739
C: -3.1945 -1.6096 27.5030
C: -3.4405 -0.3335 28.2823
C: -3.5787 0.8321 27.2122
O: -4.6578 -0.5494 28.9843
H: -3.0110 -2.3825 28.2493
H: -2.2980 -1.4519 26.9035
H: -3.9664 -2.0174 26.8503
H: -2.5740 -0.0973 28.8999
H: -4.3431 0.7018 26.4462
H: -2.6407 0.8345 26.6571
H: -3.7278 1.7896 27.7114
H: -5.0823 -1.3379 28.6384
C: 5.9748 -2.8049 21.0168
C: 7.4504 -2.6189 20.9994
C: 8.1592 -2.7837 19.7226
O: 7.6784 -1.2828 21.4389
H: 5.5532 -2.8368 22.0215
H: 5.7851 -3.8095 20.6389
H: 5.4315 -2.0511 20.4469
H: 7.8712 -3.2966 21.7422
H: 9.2445 -2.8628 19.7855
H: 7.9762 -2.0437 18.9434
H: 7.8019 -3.7217 19.2976
H: 7.5700 -1.1666 22.3857
C: -0.2110 2.3215 25.3811
C: 0.1761 3.1996 24.2054
C: 1.5371 2.8193 23.5699
O: -0.8212 3.1440 23.2752
H: 0.4658 2.5008 26.2165
H: 0.0226 1.2751 25.1850
H: -1.2322 2.4781 25.7288
H: 0.4311 4.1944 24.5707
H: 1.3835 1.9188 22.9753
H: 2.2272 2.6306 24.3924
H: 2.0771 3.5751 22.9996
H: -1.1707 2.2501 23.2964
C: 2.1925 -6.0892 29.5918
C: 1.4121 -5.1408 28.7236
C: 0.1788 -5.8733 28.1844
O: 1.0424 -4.0480 29.4524
H: 1.5332 -6.4295 30.3904
H: 3.0506 -5.6152 30.0682
H: 2.5712 -6.9614 29.0589
H: 1.8842 -4.6856 27.8529
H: 0.3603 -6.5480 27.3478
H: -0.5455 -5.0793 28.0022
H: -0.3389 -6.4750 28.9314
H: 0.7440 -4.3023 30.3287
C: -3.9262 1.4398 22.6673
C: -3.0636 0.5271 23.5487
C: -3.6524 -0.8409 23.9975
O: -1.8107 0.4158 22.8647
H: -3.3631 2.3566 22.4927
H: -4.8707 1.6760 23.1575
H: -4.1180 1.1138 21.6450
H: -2.8038 1.1171 24.4277
H: -4.0897 -1.3548 23.1415
H: -4.3768 -0.7392 24.8056
H: -2.8261 -1.4134 24.4189
H: -2.0478 -0.0739 22.0738
C: 0.4565 -0.1130 28.8930
C: 1.8248 -0.5630 28.3971
C: 2.8264 0.5999 28.2252
O: 2.3261 -1.4328 29.3710
H: 0.4896 0.3656 29.8717
H: -0.2337 -0.9558 28.8541
H: 0.0360 0.6391 28.2255
H: 1.6183 -0.9464 27.3978
H: 3.1084 1.0421 29.1806
H: 2.5718 1.3182 27.4459
H: 3.7721 0.1901 27.8706
H: 1.7342 -2.1874 29.4136
C: 3.3176 -10.0158 22.8952
C: 4.7031 -10.0221 23.4660
C: 4.7883 -9.8727 24.9364
O: 5.3244 -11.2897 23.2718
H: 3.3744 -10.0551 21.8074
H: 2.8260 -9.0654 23.1029
H: 2.7254 -10.8948 23.1494
H: 5.2898 -9.2737 22.9332
H: 4.4641 -8.8515 25.1368
H: 5.7813 -9.9955 25.3689
H: 4.1737 -10.5193 25.5626
H: 5.3002 -11.5868 22.3592
C: 0.1954 0.2223 20.0698
C: -1.3641 0.3696 19.8841
C: -1.6638 0.3629 18.3641
O: -2.0162 -0.7655 20.3898
H: 0.5666 0.5491 21.0412
H: 0.7633 0.8584 19.3910
H: 0.4352 -0.8109 19.8185
H: -1.7082 1.2478 20.4304
H: -2.7002 0.6343 18.1631
H: -1.4591 -0.5591 17.8198
H: -1.1127 1.2193 17.9755
H: -2.9415 -0.5859 20.2080

Values from the calculation:
- Kohn-Sham gap (alpha / beta) (hartree) = 0.273 / 0.114
- spin multiplicity = 2
- charge = +1
- energy above the lowest of the compared OMol25 structures with the same formula, charge and spin (kJ/mol) = 0.0